The following is a DFT calculation (wB97M-V/def2-TZVPD) of a 9-piece molecular cluster, C29H54O27 overall at a distorted geometry.

Geometry as ORCA input:
```
! RIJCOSX wB97M-V def2-TZVPD def2/J DEFGRID3
* xyz 0 1
C -5.6859 3.6545 3.7151
C -4.3491 4.3187 3.4228
C -3.4516 4.4508 4.6724
O -2.2213 3.8846 4.2408
C -2.3729 3.2472 3.0677
O -1.5213 2.6270 2.5298
O -3.5945 3.4849 2.5197
H -6.0487 4.0766 4.6556
H -5.5274 2.5889 3.8913
H -6.4041 3.7751 2.9110
H -4.5011 5.3070 2.9869
H -3.8964 3.9283 5.5201
H -3.3225 5.4914 4.9530
C 1.5877 0.8065 3.0885
C 2.7720 1.2149 3.9068
C 2.4135 2.2556 4.9889
O 3.2128 1.8755 6.0997
C 3.7446 0.6360 5.8855
O 4.5228 0.1257 6.6010
O 3.2570 0.1201 4.7501
H 1.2159 1.6126 2.4475
H 0.7320 0.5357 3.7100
H 1.8084 -0.0045 2.3896
H 3.6422 1.5328 3.3257
H 1.3510 2.3228 5.2154
H 2.7252 3.2201 4.5771
C 1.8361 -1.8528 -6.7766
O 2.1554 -0.4709 -6.6601
C 1.9577 0.0999 -5.4618
O 1.9776 -0.5163 -4.4221
O 1.9525 1.4088 -5.6367
C 1.8454 2.2046 -4.4599
H 0.8286 -2.0554 -6.4010
H 2.5347 -2.4326 -6.1710
H 1.8512 -2.1321 -7.8221
H 1.4057 3.1664 -4.7052
H 2.8286 2.3812 -4.0273
H 1.2012 1.7293 -3.7255
C -2.9135 -0.5272 -2.3040
O -3.5820 0.6717 -2.6464
C -4.1811 1.4041 -1.7270
O -4.5037 2.5248 -1.9482
O -4.4247 0.7205 -0.5900
C -4.9740 1.4403 0.4998
H -2.4230 -0.9017 -3.2033
H -3.5000 -1.3466 -1.9013
H -2.0594 -0.2521 -1.6771
H -6.0287 1.1521 0.6193
H -5.0753 2.5033 0.2874
H -4.4944 1.2812 1.4569
C 1.0730 -7.4284 -2.4570
O 2.2346 -7.4033 -3.3075
C 2.3469 -6.4404 -4.1864
O 1.4991 -5.6755 -4.5058
O 3.5414 -6.5264 -4.7429
C 3.9166 -5.4760 -5.5950
H 0.2161 -7.7483 -3.0438
H 0.8863 -6.4459 -2.0272
H 1.3522 -8.1280 -1.6798
H 3.2630 -5.4272 -6.4678
H 4.9504 -5.6308 -5.8727
H 3.8295 -4.4957 -5.1178
C 6.0570 -0.2880 2.4452
O 5.2140 0.0587 1.3614
C 5.8047 0.3806 0.2091
O 6.9759 0.3475 -0.0166
O 4.9208 0.7422 -0.7163
C 3.5272 0.4921 -0.5195
H 7.0531 0.1229 2.3267
H 6.0445 -1.3651 2.6162
H 5.6279 0.1055 3.3715
H 2.9758 0.7298 -1.4275
H 3.0570 1.1570 0.2167
H 3.3304 -0.5291 -0.1990
C -4.4291 -2.0028 3.0563
O -5.1105 -2.0968 1.7917
C -5.8592 -3.1968 1.6278
O -6.0458 -4.0531 2.4283
O -6.4136 -3.2486 0.4175
C -6.3680 -2.1242 -0.4349
H -4.2158 -0.9494 3.2346
H -3.5099 -2.5902 3.0261
H -5.0129 -2.3443 3.9116
H -6.9881 -2.2946 -1.3153
H -5.4000 -2.0238 -0.9408
H -6.6307 -1.2274 0.1118
C 4.1717 4.5443 0.0546
O 2.9760 4.1567 -0.6154
C 2.0101 3.6314 0.1095
O 2.0877 3.2728 1.2512
O 0.9653 3.4767 -0.6702
C -0.2073 2.9298 -0.0836
H 4.8999 4.7205 -0.7302
H 4.5873 3.7364 0.6631
H 3.9976 5.4099 0.6889
H -1.0052 3.6729 -0.0951
H -0.0416 2.6122 0.9409
H -0.5085 2.0830 -0.6966
C -1.4470 -0.5308 1.2421
O -0.8529 -1.7085 0.6792
C 0.0021 -1.4951 -0.3058
O 0.4852 -0.4178 -0.5127
O 0.1950 -2.6181 -0.9397
C 0.9699 -2.7111 -2.1778
H -1.9098 0.1241 0.5094
H -0.6785 -0.0009 1.7999
H -2.1770 -0.9025 1.9526
H 0.7150 -1.9365 -2.8933
H 0.7361 -3.7026 -2.5435
H 2.0116 -2.6126 -1.8748
*
```

The highest occupied orbital energy is -10.7 eV. Its SMILES is C[C@H]1COC(=O)O1.C[C@H]1COC(=O)O1.COC(=O)OC.COC(=O)OC.COC(=O)OC.COC(=O)OC.COC(=O)OC.COC(=O)OC.COC(=O)OC. The relative energy (zero: lowest compared OMol25 entry of this formula, charge and spin) comes out at 0.000 eV.

=====

The following is a DFT calculation (wB97M-V/def2-TZVPD) of a 3-piece molecular cluster, C29H55IN4O6P overall at a distorted geometry.

Geometry as ORCA input:
```
! RIJCOSX wB97M-V def2-TZVPD def2/J DEFGRID3
* xyz 1 3
C 3.3862 2.7841 -3.4968
C 3.6374 3.6891 -4.7345
O 4.8746 3.4278 -5.3673
C 2.4853 3.5683 -5.7240
O 2.4253 2.2232 -6.3167
C 1.1958 1.7099 -6.1273
C 0.1417 2.1465 -6.8953
C -1.1041 1.6228 -6.6575
C -1.2753 0.6634 -5.6412
C -2.6619 0.1175 -5.3405
C -3.3329 1.1122 -4.3261
O -4.1655 0.4498 -3.3977
C -4.0097 2.3074 -4.9983
N -3.9776 3.4857 -4.1096
C -0.1963 0.2400 -4.9391
P -0.3056 -1.0717 -3.6066
O 1.1625 -1.8174 -3.6973
I -0.4285 0.1377 -1.5009
N 1.0236 0.7833 -5.2070
H 3.6773 3.2989 -2.5778
H 3.9838 1.8664 -3.5418
H 2.3278 2.5067 -3.4233
H 3.6469 4.7262 -4.3687
H 5.5391 3.9592 -4.9161
H 2.6123 4.3139 -6.5143
H 1.5675 3.7724 -5.1644
H 0.2382 2.8923 -7.6743
H -1.9584 1.9392 -7.2443
H -2.5507 -0.8188 -4.7887
H -3.2494 0.0079 -6.2543
H -2.4848 1.5349 -3.7543
H -3.7527 0.5368 -2.5327
H -3.5300 2.5754 -5.9494
H -5.0569 2.0461 -5.1918
H -3.1396 3.4905 -3.5415
H -4.0165 4.3201 -4.6798
H 1.8279 -1.3307 -3.1830
H 1.8320 0.4808 -4.6704
C -1.2399 -5.5729 -0.5357
C -0.0011 -4.7108 -0.2135
C 1.1121 -5.6072 0.3313
C 0.8206 -6.1227 1.7372
C 0.5205 -4.9662 2.6878
C -0.5462 -3.9908 2.1749
N -0.3536 -3.6142 0.7381
O 0.5735 -2.6980 0.6776
C -1.9508 -4.5984 2.3693
C -0.5428 -2.7621 3.0882
C 0.4245 -4.1548 -1.5684
H -1.0627 -6.1719 -1.4296
H -1.4927 -6.2870 0.2433
H -2.1148 -4.9493 -0.7283
H 2.0581 -5.0552 0.3504
H 1.2668 -6.4553 -0.3397
H -0.0115 -6.8317 1.7271
H 1.6851 -6.6781 2.1062
H 0.2167 -5.3632 3.6582
H 1.4545 -4.4201 2.8584
H -2.7121 -3.9751 1.8967
H -2.1951 -4.6593 3.4298
H -2.0496 -5.6113 1.9859
H 0.4406 -2.2978 3.1538
H -0.8232 -3.0491 4.1008
H -1.2565 -2.0114 2.7443
H -0.3622 -3.5285 -1.9975
H 0.6173 -4.9708 -2.2645
H 1.3411 -3.5693 -1.5115
C -0.2175 3.7093 6.6355
C 0.0833 2.2033 6.4831
C 1.5976 1.9893 6.4576
C 2.2425 2.4829 5.1640
C 1.5685 1.8499 3.9477
C 0.0396 1.9734 3.9429
N -0.5781 1.6531 5.2620
O -0.6421 0.3569 5.3767
C -0.3690 3.3968 3.5081
C -0.5061 1.0722 2.8343
C -0.4901 1.5801 7.7565
H 0.0083 4.0396 7.6496
H 0.3797 4.3458 5.9864
H -1.2717 3.9208 6.4504
H 1.8251 0.9249 6.5769
H 2.0578 2.4970 7.3079
H 2.1995 3.5735 5.0983
H 3.3032 2.2227 5.1647
H 1.9756 2.2912 3.0344
H 1.8437 0.7898 3.9252
H -1.4447 3.5423 3.6202
H -0.1275 3.5583 2.4562
H 0.1429 4.1868 4.0522
H -0.1798 0.0395 2.9420
H -0.1510 1.4100 1.8596
H -1.5981 1.0874 2.8142
H -1.5687 1.7360 7.8185
H -0.0349 2.0409 8.6330
H -0.2931 0.5113 7.8264
*
```

The highest occupied orbital energy (spin up / spin down) is -10.1 / -10.8 eV. As for the expectation value of S²: 2.008.

=====

The following is a DFT calculation (wB97M-V/def2-TZVPD) of a 3-piece molecular cluster, C29H55N3O5Si overall at a distorted geometry.

Geometry as ORCA input:
```
! RIJCOSX wB97M-V def2-TZVPD def2/J DEFGRID3
* xyz 0 3
C -2.1065 6.0163 -6.3784
C -1.0568 5.1501 -5.5946
Si -1.2965 3.3246 -6.0379
C -2.2778 2.5248 -4.5891
O -1.4765 1.5716 -3.8646
C -1.3628 1.9095 -2.5227
O -0.4184 2.9690 -2.3996
C 0.6517 2.6412 -1.5074
C 1.7578 3.6947 -1.6463
O 2.1917 4.1804 -0.3921
C 0.3157 2.3713 -6.1890
C 1.2928 2.4780 -5.2036
C 2.4109 1.7217 -5.3883
C 2.5971 0.9037 -6.4737
N 1.6911 0.8129 -7.4371
C 0.6028 1.5436 -7.2496
H -2.9039 5.3920 -6.7813
H -2.5144 6.7573 -5.6941
H -1.5934 6.4974 -7.2084
H -0.0561 5.4442 -5.9144
H -1.1749 5.2257 -4.5142
H -2.0905 3.0991 -7.2632
H -2.6252 3.2995 -3.8986
H -3.1528 1.9881 -4.9725
H -1.0439 1.0615 -1.9155
H -2.3062 2.2761 -2.0946
H 1.0397 1.6444 -1.7418
H 0.2538 2.6999 -0.4892
H 1.3182 4.5058 -2.2376
H 2.5779 3.3063 -2.2579
H 3.0678 3.8296 -0.2159
H 1.1669 3.1257 -4.3483
H 3.1896 1.7556 -4.6300
H 3.5114 0.3235 -6.5259
H -0.1500 1.4839 -8.0368
C -1.9611 -3.1763 -1.8341
C -0.4664 -2.8338 -2.0434
C 0.2519 -4.0378 -2.6575
C 0.4723 -5.1800 -1.6656
C 1.1643 -4.6763 -0.3994
C 0.4616 -3.4759 0.2395
N 0.1565 -2.4061 -0.7548
O 1.2508 -1.7536 -1.0130
C -0.8330 -3.9430 0.9349
C 1.3263 -2.9359 1.3761
C -0.4703 -1.6873 -3.0500
H -2.5303 -2.9950 -2.7452
H -2.1297 -4.2224 -1.5823
H -2.4023 -2.5568 -1.0523
H 1.2251 -3.7236 -3.0484
H -0.3184 -4.4026 -3.5147
H -0.4768 -5.6615 -1.4151
H 1.0877 -5.9515 -2.1330
H 1.2302 -5.4881 0.3288
H 2.1955 -4.4062 -0.6490
H -1.4093 -3.0903 1.2980
H -0.5937 -4.5669 1.7967
H -1.4782 -4.5472 0.3017
H 2.3317 -2.6744 1.0477
H 1.4426 -3.6859 2.1589
H 0.8733 -2.0514 1.8285
H -0.9818 -0.8133 -2.6519
H -0.9925 -1.9825 -3.9597
H 0.5310 -1.3862 -3.3562
C -0.1360 0.6585 8.1888
C -0.7455 -0.4578 7.3072
C 0.1596 -1.6924 7.3448
C 1.4492 -1.5231 6.5418
C 1.1426 -1.0724 5.1158
C 0.2474 0.1668 5.0463
N -0.9600 0.0358 5.9132
O -1.8147 -0.7416 5.3189
C 1.0579 1.4165 5.4445
C -0.1357 0.4261 3.5885
C -2.0767 -0.7968 7.9765
H -0.4279 0.5318 9.2309
H 0.9531 0.6609 8.1844
H -0.4856 1.6429 7.8761
H -0.3844 -2.5571 6.9509
H 0.4043 -1.9316 8.3824
H 2.1193 -0.8114 7.0317
H 1.9867 -2.4734 6.5153
H 2.0807 -0.8745 4.5915
H 0.6669 -1.9030 4.5835
H 0.4119 2.2931 5.5128
H 1.8183 1.6278 4.6921
H 1.5931 1.3118 6.3853
H -0.6207 -0.4306 3.1214
H 0.7540 0.6423 2.9965
H -0.8049 1.2842 3.5040
H -2.7474 0.0648 7.9722
H -1.9062 -1.0836 9.0140
H -2.5865 -1.6311 7.4971
*
```

The highest occupied orbital energy (spin up / spin down) is -8.6 / -9.3 eV. As for the expectation value of S²: 2.008.

=====

The following is a DFT calculation (wB97M-V/def2-TZVPD) of a 13-piece molecular cluster, C29H55N5O34S4 overall at a distorted geometry.

Geometry as ORCA input:
```
! RIJCOSX wB97M-V def2-TZVPD def2/J DEFGRID3
* xyz 0 1
C 3.4975 2.3710 1.9518
N 3.3252 2.0396 3.4118
O 3.0432 2.9666 4.1397
O 3.6064 0.9184 3.7701
H 4.4754 1.9626 1.7237
H 3.4950 3.4544 1.9335
H 2.6520 1.9727 1.4039
C -3.1780 1.5416 2.0941
N -3.1743 0.2453 2.8285
O -3.4232 -0.7622 2.2099
O -2.9520 0.2398 4.0165
H -3.3897 1.3562 1.0478
H -2.2643 2.0715 2.3486
H -3.9864 2.1448 2.5078
C -1.1048 -2.9919 2.7676
N 0.2749 -2.8066 3.2917
O 0.5526 -3.3863 4.3165
O 1.0372 -2.0716 2.6908
H -1.3859 -4.0219 2.9633
H -1.1273 -2.8025 1.6967
H -1.8179 -2.3104 3.2275
C -0.9232 1.9457 5.8269
N -0.8990 2.6691 4.5201
O -0.0314 2.3836 3.7141
O -1.7711 3.5010 4.3463
H -1.8210 2.2426 6.3540
H -0.0179 2.2567 6.3439
H -0.9403 0.8787 5.6299
C -1.2754 2.2172 -2.8335
N -2.7512 2.2814 -2.6973
O -3.4089 2.8889 -3.5123
O -3.2267 1.6860 -1.7522
H -0.8859 2.6893 -1.9321
H -0.9443 2.8384 -3.6617
H -0.9712 1.1897 -2.9968
O -0.7793 -1.0613 -6.9945
C -1.4498 -1.3601 -6.0513
O -2.3549 -0.5625 -5.5081
C -3.1053 -1.1913 -4.4608
C -2.1930 -2.3376 -4.0097
C -1.4140 -2.6839 -5.2694
H -4.0755 -1.5379 -4.8174
H -3.2297 -0.4682 -3.6590
H -2.7141 -3.1954 -3.5898
H -1.5349 -1.9092 -3.2529
H -1.9000 -3.4839 -5.8271
H -0.3895 -2.9579 -5.0334
O 0.8726 2.6443 -0.5362
C 0.5867 1.4995 -0.3419
O 1.1458 0.4975 -1.0684
C 0.7847 -0.7697 -0.5111
C -0.6061 -0.5276 0.0801
C -0.5371 0.9402 0.5215
H 1.3809 -1.1373 0.3293
H 0.7059 -1.6315 -1.1735
H -0.7260 -1.1252 0.9866
H -1.4581 -0.8003 -0.5412
H -0.2133 1.1064 1.5511
H -1.4681 1.4470 0.2791
O 3.9812 -5.4559 1.1839
C 4.7316 -4.5660 1.4805
O 6.0675 -4.6651 1.4049
C 6.7299 -3.4403 1.7315
C 5.6357 -2.3715 1.7150
C 4.3683 -3.1778 1.9728
H 7.5493 -3.2479 1.0441
H 7.1372 -3.4934 2.7439
H 5.6107 -1.9534 0.7092
H 5.8869 -1.6059 2.4444
H 3.5288 -2.7835 1.4005
H 4.0628 -3.1528 3.0193
O -0.7657 7.7895 2.7508
C -0.1083 7.0714 2.0592
O 0.5151 5.9928 2.5917
C 1.3525 5.3338 1.6551
C 0.8972 5.8763 0.2836
C 0.2195 7.2062 0.5953
H 1.1836 4.2591 1.6823
H 2.4069 5.5633 1.8183
H 0.2465 5.2317 -0.3062
H 1.7821 5.9984 -0.3441
H -0.7487 7.3263 0.1166
H 0.9484 7.9955 0.4248
C 0.9427 -4.6530 0.3159
C 1.3530 -5.9820 -0.2918
O 0.8692 -5.9836 -1.6507
S -0.2269 -4.7850 -1.9402
O -1.5029 -5.3119 -2.3110
O 0.3442 -3.6599 -2.6174
O -0.2938 -4.4108 -0.3447
H 1.6529 -3.8387 0.1770
H 0.6517 -4.8065 1.3510
H 1.0163 -6.8691 0.2434
H 2.4141 -6.1253 -0.4876
C -2.3907 6.9041 -0.7011
C -3.7670 6.2909 -0.9496
O -3.9539 5.2715 0.0256
S -2.5924 4.9227 0.8287
O -1.8950 3.8348 0.1931
O -2.8653 4.7957 2.2252
O -1.8608 6.3348 0.5050
H -2.4480 7.9884 -0.6285
H -1.6438 6.6536 -1.4568
H -3.8086 5.8812 -1.9598
H -4.5999 6.9685 -0.7682
C 5.5819 -2.4312 -2.6975
C 4.1136 -2.8098 -2.6640
O 3.5765 -2.0363 -1.6294
S 4.2341 -0.5452 -1.6772
O 4.1879 0.0516 -0.3770
O 3.7372 0.1117 -2.8520
O 5.7011 -1.1900 -1.9881
H 5.9679 -2.2888 -3.7054
H 6.1656 -3.2212 -2.2262
H 3.9541 -3.8619 -2.4177
H 3.5392 -2.6652 -3.5858
C -5.1906 -4.1133 -1.9992
C -5.5450 -2.6575 -1.6371
O -5.1074 -2.4884 -0.2998
S -3.8676 -3.4609 0.0453
O -3.9487 -3.8493 1.4138
O -2.6036 -2.9271 -0.4208
O -4.3713 -4.6166 -0.9706
H -4.6416 -4.1389 -2.9428
H -6.0874 -4.7154 -2.1389
H -6.6203 -2.5130 -1.6611
H -5.0057 -1.9779 -2.2967
*
```

The highest occupied orbital energy is -9.8 eV.

=====

Energy (computed, hartree): -3168.92521; -2447.14713; -1967.76611; -5562.12063